A cluster of 14 separate species, C86H162N6O30 in total. Source: the Open Molecules 2025 dataset; level of theory: ωB97M-V/def2-TZVPD.

Each atom is followed by the atoms it is bonded to, with distances in Å.
Geometry (Å):
1 C 3.795 -6.637 -1.377  C2 1.492, H8 1.090, H9 1.090, H10 1.090
2 C 4.905 -7.635 -1.362  C1 1.492, C3 1.505, O7 1.430, H11 1.090
3 C 5.192 -8.322 -2.669  C2 1.505, O4 1.361, H12 1.090, H13 1.090
4 O 6.545 -8.469 -2.694  C3 1.361, C5 1.243
5 C 6.992 -7.502 -2.055  O4 1.243, O6 1.213, O7 1.327
6 O 8.177 -7.240 -2.052  C5 1.213
7 O 6.016 -6.756 -1.555  C2 1.430, C5 1.327
8 H 3.483 -6.430 -2.401  C1 1.090
9 H 3.937 -5.610 -1.039  C1 1.090
10 H 2.902 -7.121 -0.982  C1 1.090
11 H 5.183 -8.022 -0.382  C2 1.090
12 H 4.768 -7.776 -3.512  C3 1.090
13 H 4.650 -9.260 -2.789  C3 1.090
14 C -5.635 7.181 -2.047  C15 1.534, H21 1.090, H22 1.090, H23 1.090
15 C -5.168 8.642 -2.085  C14 1.534, C16 1.610, O20 1.431, H24 1.090
16 C -5.586 9.601 -0.862  C15 1.610, O17 1.417, H25 1.090, H26 1.090
17 O -4.388 9.954 -0.193  C16 1.417, C18 1.349
18 C -3.338 9.375 -0.812  O17 1.349, O19 1.264, O20 1.282
19 O -2.154 9.345 -0.370  C18 1.264
20 O -3.763 8.714 -1.825  C15 1.431, C18 1.282
21 H -6.531 6.982 -2.635  C14 1.090
22 H -5.667 6.813 -1.022  C14 1.090
23 H -4.984 6.698 -2.776  C14 1.090
24 H -5.250 9.146 -3.048  C15 1.090
25 H -6.173 8.953 -0.212  C16 1.090
26 H -6.212 10.415 -1.226  C16 1.090
27 C -2.893 -0.047 -8.728  C28 1.503, H34 1.090, H35 1.090, H36 1.090
28 C -1.603 -0.320 -9.450  C27 1.503, C29 1.513, O33 1.369, H37 1.090
29 C -1.361 -0.322 -10.944  C28 1.513, O30 1.447, H38 1.090, H39 1.090
30 O -0.772 0.982 -11.153  C29 1.447, C31 1.396
31 C -0.100 1.301 -9.971  O30 1.396, O32 1.237, O33 1.362
32 O 0.565 2.340 -9.885  C31 1.237
33 O -0.587 0.480 -8.999  C28 1.369, C31 1.362
34 H -3.769 -0.665 -8.927  C27 1.090
35 H -3.353 0.918 -8.940  C27 1.090
36 H -2.878 -0.032 -7.638  C27 1.090
37 H -1.299 -1.346 -9.243  C28 1.090
38 H -2.363 -0.435 -11.358  C29 1.090
39 H -0.610 -1.033 -11.289  C29 1.090
40 C -3.352 -3.872 4.625  C41 1.529, H47 1.090, H48 1.090, H49 1.090
41 C -3.269 -3.599 6.126  C40 1.529, C42 1.521, O46 1.396, H50 1.090
42 C -3.191 -2.094 6.336  C41 1.521, O43 1.460, H51 1.090, H52 1.090
43 O -4.236 -1.842 7.324  C42 1.460, C44 1.339
44 C -4.923 -2.975 7.518  O43 1.339, O45 1.247, O46 1.386
45 O -5.926 -2.954 8.257  C44 1.247
46 O -4.458 -4.015 6.728  C41 1.396, C44 1.386
47 H -4.340 -3.611 4.246  C40 1.090
48 H -3.293 -4.957 4.537  C40 1.090
49 H -2.666 -3.464 3.882  C40 1.090
50 H -2.441 -4.103 6.624  C41 1.090
51 H -3.289 -1.541 5.401  C42 1.090
52 H -2.177 -2.009 6.727  C42 1.090
53 C 3.259 5.034 9.526  C54 1.558, H60 1.090, H61 1.090, H62 1.090
54 C 3.284 3.685 8.747  C53 1.558, C55 1.525, O59 1.451, H63 1.090
55 C 3.087 3.966 7.261  C54 1.525, O56 1.400, H64 1.090, H65 1.090
56 O 4.236 3.543 6.581  C55 1.400, C57 1.313
57 C 5.104 3.090 7.457  O56 1.313, O58 1.234, O59 1.334
58 O 6.144 2.486 7.182  C57 1.234
59 O 4.673 3.265 8.707  C54 1.451, C57 1.334
60 H 3.989 5.687 9.047  C53 1.090
61 H 3.701 4.929 10.517  C53 1.090
62 H 2.349 5.629 9.600  C53 1.090
63 H 2.685 2.904 9.215  C54 1.090
64 H 2.770 5.006 7.179  C55 1.090
65 H 2.335 3.338 6.784  C55 1.090
66 C 4.767 5.142 -3.077  C67 1.513, H73 1.090, H74 1.090, H75 1.090
67 C 5.817 6.089 -3.617  C66 1.513, C68 1.490, O72 1.461, H76 1.090
68 C 5.606 7.512 -3.229  C67 1.490, O69 1.355, H77 1.090, H78 1.090
69 O 6.804 7.973 -2.796  C68 1.355, C70 1.287
70 C 7.577 6.969 -2.572  O69 1.287, O71 1.202, O72 1.320
71 O 8.663 7.165 -2.095  C70 1.202
72 O 7.051 5.800 -2.889  C67 1.461, C70 1.320
73 H 4.969 4.108 -3.356  C66 1.090
74 H 3.824 5.401 -3.558  C66 1.090
75 H 4.698 5.193 -1.990  C66 1.090
76 H 5.963 6.043 -4.696  C67 1.090
77 H 4.808 7.707 -2.512  C68 1.090
78 H 5.107 8.010 -4.060  C68 1.090
79 C 3.326 10.799 3.544  C80 1.583, H86 1.090, H87 1.090, H88 1.090
80 C 4.255 10.017 2.530  C79 1.583, C81 1.525, O85 1.412, H89 1.090
81 C 5.713 9.862 2.952  C80 1.525, O82 1.414, H90 1.090, H91 1.090
82 O 6.088 8.566 2.531  C81 1.414, C83 1.353
83 C 4.928 7.869 2.501  O82 1.353, O84 1.221, O85 1.309
84 O 4.828 6.669 2.305  C83 1.221
85 O 3.882 8.655 2.551  C80 1.412, C83 1.309
86 H 3.288 11.866 3.324  C79 1.090
87 H 3.473 10.744 4.622  C79 1.090
88 H 2.287 10.496 3.408  C79 1.090
89 H 4.083 10.476 1.556  C80 1.090
90 H 5.705 10.042 4.027  C81 1.090
91 H 6.315 10.678 2.552  C81 1.090
92 C 2.854 -4.054 -6.575  C93 1.540, H99 1.090, H100 1.090, H101 1.090
93 C 3.184 -3.748 -8.048  C92 1.540, C94 1.534, O98 1.352, H102 1.090
94 C 4.149 -4.761 -8.677  C93 1.534, O95 1.377, H103 1.090, H104 1.090
95 O 3.459 -5.528 -9.590  C94 1.377, C96 1.359
96 C 2.250 -4.921 -9.721  O95 1.359, O97 1.224, O98 1.398
97 O 1.322 -5.340 -10.399  C96 1.224
98 O 2.072 -3.879 -8.806  C93 1.352, C96 1.398
99 H 2.528 -5.094 -6.571  C92 1.090
100 H 2.194 -3.437 -5.965  C92 1.090
101 H 3.748 -4.027 -5.953  C92 1.090
102 H 3.619 -2.775 -8.273  C93 1.090
103 H 4.366 -5.257 -7.732  C94 1.090
104 H 5.013 -4.229 -9.075  C94 1.090
105 C -4.661 5.464 10.282  C106 1.618, H116 1.090, H117 1.090, H118 1.090
106 C -3.579 4.723 9.335  C105 1.618, C107 1.598, N111 1.519, C115 1.560
107 C -4.176 3.446 8.582  C106 1.598, C108 1.486, H119 1.090, H120 1.090
108 C -5.111 3.824 7.490  C107 1.486, C109 1.546, H121 1.090, H122 1.090
109 C -4.356 4.753 6.512  C108 1.546, C110 1.535, H123 1.090, H124 1.090
110 C -3.732 6.035 7.081  C109 1.535, N111 1.490, C113 1.554, C114 1.519
111 N -2.994 5.702 8.332  C106 1.519, C110 1.490, O112 1.403
112 O -2.263 6.790 8.835  N111 1.403, H134 0.960
113 C -2.865 6.696 5.974  C110 1.554, H125 1.090, H126 1.090, H127 1.090
114 C -4.724 7.063 7.597  C110 1.519, H128 1.090, H129 1.090, H130 1.090
115 C -2.438 4.330 10.323  C106 1.560, H131 1.090, H132 1.090, H133 1.090
116 H -4.858 4.885 11.184  C105 1.090
117 H -5.648 5.442 9.820  C105 1.090
118 H -4.423 6.501 10.521  C105 1.090
119 H -3.247 2.967 8.274  C107 1.090
120 H -4.690 2.733 9.227  C107 1.090
121 H -5.959 4.317 7.965  C108 1.090
122 H -5.481 2.874 7.104  C108 1.090
123 H -5.019 5.131 5.733  C109 1.090
124 H -3.641 4.152 5.951  C109 1.090
125 H -3.281 7.680 5.760  C113 1.090
126 H -1.788 6.779 6.118  C113 1.090
127 H -2.659 6.285 4.986  C113 1.090
128 H -5.501 7.223 6.849  C114 1.090
129 H -5.272 6.986 8.536  C114 1.090
130 H -4.165 7.992 7.704  C114 1.090
131 H -1.555 4.050 9.749  C115 1.090
132 H -2.667 3.513 11.007  C115 1.090
133 H -2.026 5.219 10.801  C115 1.090
134 H -1.384 6.761 8.452  O112 0.960
135 C 6.978 -4.891 5.851  C136 1.593, H146 1.090, H147 1.090, H148 1.090
136 C 6.406 -6.119 5.012  C135 1.593, C137 1.589, N141 1.458, C145 1.529
137 C 6.172 -7.261 6.093  C136 1.589, C138 1.510, H149 1.090, H150 1.090
138 C 5.114 -6.990 7.135  C137 1.510, C139 1.515, H151 1.090, H152 1.090
139 C 3.753 -6.906 6.474  C138 1.515, C140 1.575, H153 1.090, H154 1.090
140 C 3.793 -5.802 5.352  C139 1.575, N141 1.509, C143 1.578, C144 1.565
141 N 5.056 -5.863 4.528  C136 1.458, C140 1.509, O142 1.388
142 O 5.019 -4.861 3.568  N141 1.388, H164 0.960
143 C 2.518 -6.016 4.448  C140 1.578, H155 1.090, H156 1.090, H157 1.090
144 C 3.590 -4.474 6.155  C140 1.565, H158 1.090, H159 1.090, H160 1.090
145 C 7.335 -6.708 3.950  C136 1.529, H161 1.090, H162 1.090, H163 1.090
146 H 7.998 -4.685 5.526  C135 1.090
147 H 7.220 -5.018 6.906  C135 1.090
148 H 6.357 -4.003 5.968  C135 1.090
149 H 6.041 -8.289 5.756  C137 1.090
150 H 7.040 -7.268 6.752  C137 1.090
151 H 5.397 -6.188 7.817  C138 1.090
152 H 5.170 -7.871 7.774  C138 1.090
153 H 3.234 -6.671 7.403  C139 1.090
154 H 3.448 -7.875 6.080  C139 1.090
155 H 2.314 -7.073 4.275  C143 1.090
156 H 1.624 -5.633 4.941  C143 1.090
157 H 2.418 -5.604 3.444  C143 1.090
158 H 3.688 -3.699 5.394  C144 1.090
159 H 2.684 -4.381 6.753  C144 1.090
160 H 4.207 -4.438 7.053  C144 1.090
161 H 8.306 -7.022 4.334  C145 1.090
162 H 7.651 -6.035 3.152  C145 1.090
163 H 6.956 -7.564 3.391  C145 1.090
164 H 5.022 -5.423 2.789  O142 0.960
165 C -11.480 2.949 -6.268  C166 1.528, H176 1.090, H177 1.090, H178 1.090
166 C -11.083 1.637 -5.594  C165 1.528, C167 1.576, N171 1.487, C175 1.527
167 C -12.499 0.986 -5.356  C166 1.576, C168 1.561, H179 1.090, H180 1.090
168 C -12.526 -0.573 -5.282  C167 1.561, C169 1.556, H181 1.090, H182 1.090
169 C -11.709 -1.080 -6.506  C168 1.556, C170 1.498, H183 1.090, H184 1.090
170 C -10.304 -0.608 -6.723  C169 1.498, N171 1.491, C173 1.537, C174 1.481
171 N -10.290 0.878 -6.598  C166 1.487, C170 1.491, O172 1.448
172 O -8.997 1.490 -6.826  N171 1.448, H194 0.960
173 C -9.543 -1.295 -5.578  C170 1.537, H185 1.090, H186 1.090, H187 1.090
174 C -9.972 -1.089 -8.084  C170 1.481, H188 1.090, H189 1.090, H190 1.090
175 C -10.371 1.807 -4.254  C166 1.527, H191 1.090, H192 1.090, H193 1.090
176 H -10.642 3.583 -6.561  C165 1.090
177 H -11.904 3.525 -5.446  C165 1.090
178 H -12.015 2.912 -7.217  C165 1.090
179 H -12.748 1.214 -4.320  C167 1.090
180 H -13.322 1.408 -5.933  C167 1.090
181 H -13.573 -0.871 -5.347  C168 1.090
182 H -12.059 -0.934 -4.366  C168 1.090
183 H -12.466 -0.711 -7.199  C169 1.090
184 H -11.784 -2.154 -6.676  C169 1.090
185 H -8.588 -0.771 -5.525  C173 1.090
186 H -9.983 -1.299 -4.581  C173 1.090
187 H -9.456 -2.370 -5.733  C173 1.090
188 H -10.697 -0.540 -8.685  C174 1.090
189 H -8.981 -0.676 -8.273  C174 1.090
190 H -10.014 -2.177 -8.113  C174 1.090
191 H -10.974 2.433 -3.596  C175 1.090
192 H -9.432 2.345 -4.383  C175 1.090
193 H -10.076 0.849 -3.826  C175 1.090
194 H -9.045 1.924 -7.681  O172 0.960
195 C -6.635 -8.137 -1.643  C196 1.519, H206 1.090, H207 1.090, H208 1.090
196 C -5.457 -8.301 -2.589  C195 1.519, C197 1.575, N201 1.508, C205 1.481
197 C -5.914 -8.016 -4.069  C196 1.575, C198 1.523, H209 1.090, H210 1.090
198 C -5.887 -6.541 -4.447  C197 1.523, C199 1.515, H211 1.090, H212 1.090
199 C -4.473 -6.036 -4.250  C198 1.515, C200 1.582, H213 1.090, H214 1.090
200 C -3.904 -6.150 -2.779  C199 1.582, N201 1.479, C203 1.578, C204 1.548
201 N -4.231 -7.491 -2.250  C196 1.508, C200 1.479, O202 1.377
202 O -3.756 -7.844 -1.006  N201 1.377, H224 0.960
203 C -2.358 -5.838 -2.714  C200 1.578, H215 1.090, H216 1.090, H217 1.090
204 C -4.666 -5.132 -1.896  C200 1.548, H218 1.090, H219 1.090, H220 1.090
205 C -5.080 -9.729 -2.708  C196 1.481, H221 1.090, H222 1.090, H223 1.090
206 H -6.770 -7.104 -1.322  C195 1.090
207 H -6.535 -8.546 -0.638  C195 1.090
208 H -7.582 -8.559 -1.979  C195 1.090
209 H -5.226 -8.443 -4.798  C197 1.090
210 H -6.925 -8.417 -4.135  C197 1.090
211 H -6.536 -6.050 -3.722  C198 1.090
212 H -6.448 -6.464 -5.379  C198 1.090
213 H -4.591 -4.987 -4.520  C199 1.090
214 H -3.720 -6.271 -5.003  C199 1.090
215 H -1.902 -6.702 -3.199  C203 1.090
216 H -2.107 -4.954 -3.300  C203 1.090
217 H -2.048 -5.775 -1.671  C203 1.090
218 H -5.720 -5.395 -1.989  C204 1.090
219 H -4.319 -5.250 -0.869  C204 1.090
220 H -4.587 -4.145 -2.352  C204 1.090
221 H -4.676 -10.111 -1.770  C205 1.090
222 H -4.210 -9.901 -3.342  C205 1.090
223 H -5.840 -10.452 -3.005  C205 1.090
224 H -4.266 -7.284 -0.418  O202 0.960
225 C 0.408 -0.906 0.397  C226 1.558, H236 1.090, H237 1.090, H238 1.090
226 C 0.251 0.514 -0.223  C225 1.558, C227 1.620, N231 1.503, C235 1.572
227 C 0.613 0.299 -1.787  C226 1.620, C228 1.487, H239 1.090, H240 1.090
228 C -0.059 1.260 -2.702  C227 1.487, C229 1.561, H241 1.090, H242 1.090
229 C -1.565 1.491 -2.363  C228 1.561, C230 1.633, H243 1.090, H244 1.090
230 C -1.869 1.877 -0.806  C229 1.633, N231 1.479, C233 1.575, C234 1.549
231 N -1.176 0.894 0.055  C226 1.503, C230 1.479, O232 1.362
232 O -1.536 0.828 1.367  N231 1.362, H254 0.960
233 C -1.562 3.403 -0.563  C230 1.575, H245 1.090, H246 1.090, H247 1.090
234 C -3.405 1.767 -0.636  C230 1.549, H248 1.090, H249 1.090, H250 1.090
235 C 1.228 1.591 0.374  C226 1.572, H251 1.090, H252 1.090, H253 1.090
236 H -0.279 -1.651 -0.004  C225 1.090
237 H 0.309 -1.029 1.476  C225 1.090
238 H 1.443 -1.237 0.473  C225 1.090
239 H 1.652 0.370 -2.110  C227 1.090
240 H 0.078 -0.594 -2.112  C227 1.090
241 H 0.070 0.786 -3.675  C228 1.090
242 H 0.444 2.219 -2.828  C228 1.090
243 H -2.092 0.624 -2.761  C229 1.090
244 H -1.903 2.311 -2.998  C229 1.090
245 H -1.919 3.731 0.413  C233 1.090
246 H -0.491 3.537 -0.720  C233 1.090
247 H -1.936 4.017 -1.381  C233 1.090
248 H -3.734 2.329 0.238  C234 1.090
249 H -3.918 2.152 -1.517  C234 1.090
250 H -3.681 0.717 -0.541  C234 1.090
251 H 1.059 2.614 0.039  C235 1.090
252 H 2.284 1.319 0.371  C235 1.090
253 H 0.992 1.736 1.428  C235 1.090
254 H -1.044 1.584 1.697  O232 0.960
255 C 9.273 -1.304 -3.375  C256 1.524, H266 1.090, H267 1.090, H268 1.090
256 C 9.489 -0.800 -1.952  C255 1.524, C257 1.548, N261 1.530, C265 1.581
257 C 10.355 -1.803 -1.151  C256 1.548, C258 1.517, H269 1.090, H270 1.090
258 C 10.700 -1.236 0.213  C257 1.517, C259 1.568, H271 1.090, H272 1.090
259 C 11.511 0.099 0.089  C258 1.568, C260 1.572, H273 1.090, H274 1.090
260 C 10.681 1.190 -0.681  C259 1.572, N261 1.501, C263 1.505, C264 1.546
261 N 10.112 0.597 -1.937  C256 1.530, C260 1.501, O262 1.345
262 O 9.461 1.516 -2.674  N261 1.345, H284 0.960
263 C 9.565 1.630 0.229  C260 1.505, H275 1.090, H276 1.090, H277 1.090
264 C 11.748 2.203 -1.155  C260 1.546, H278 1.090, H279 1.090, H280 1.090
265 C 8.045 -0.793 -1.307  C256 1.581, H281 1.090, H282 1.090, H283 1.090
266 H 9.324 -2.386 -3.253  C255 1.090
267 H 10.156 -1.244 -4.011  C255 1.090
268 H 8.449 -0.912 -3.970  C255 1.090
269 H 9.657 -2.589 -0.862  C257 1.090
270 H 11.172 -2.159 -1.780  C257 1.090
271 H 11.326 -1.882 0.829  C258 1.090
272 H 9.784 -1.158 0.800  C258 1.090
273 H 12.530 -0.160 -0.198  C259 1.090
274 H 11.509 0.436 1.125  C259 1.090
275 H 9.959 1.927 1.201  C263 1.090
276 H 9.118 2.568 -0.101  C263 1.090
277 H 8.802 0.878 0.430  C263 1.090
278 H 12.451 1.763 -1.862  C264 1.090
279 H 11.411 3.132 -1.614  C264 1.090
280 H 12.331 2.626 -0.336  C264 1.090
281 H 7.909 -1.217 -0.312  C265 1.090
282 H 7.176 -1.160 -1.853  C265 1.090
283 H 7.789 0.257 -1.167  C265 1.090
284 H 8.794 1.787 -2.040  O262 0.960

Computed properties:
energy above the lowest of the compared OMol25 structures with the same formula, charge and spin = 1304.9 kJ/mol
HOMO-LUMO gap = 7.37 eV
HOMO = -7.7 eV